Below is a structure of composition C23H27AsClIOPRu, with properties calculated with the ωB97M-V functional and the def2-TZVPD basis.

Values from the calculation:
E = -4396.9315 a.u.
Charge = +2
Multiplicity = 6
Expectation value of S² = 8.795
Kohn-Sham gap (spin up / spin down) = 6.45 / 4.95 eV
Molecular weight = 688.8 g mol⁻¹

```
56
Properties=species:S:1:pos:R:3:forces:R:3
C 2.40863 -1.11770 -2.85863 -1.4 -2.8 0.9
I 3.62724 0.40897 -2.68997 2.7 2.8 -0.1
H 1.36662 -0.79421 -2.93687 0.2 -0.3 0.0
H 2.53226 -1.61855 -1.88479 -0.5 -0.3 -0.6
H 2.67379 -1.82135 -3.64309 -0.1 0.1 -0.1
Ru -1.91726 0.20112 -0.54794 -3.3 -0.9 -4.3
P -0.21000 0.56092 -3.84360 -0.5 0.3 -4.2
C 1.08849 0.99462 -5.07778 0.3 0.5 0.9
C -0.93700 -0.92673 -4.62461 0.2 -0.4 1.4
H -2.39388 1.61678 -3.75213 0.4 0.2 -0.3
H -1.53269 1.94277 -5.32623 0.1 -0.2 0.5
H -1.03799 2.81667 -3.81772 -0.4 -0.4 -0.4
C -1.42488 1.86105 -4.23025 -0.3 0.6 1.4
H -1.85903 -1.16463 -4.08249 0.1 -0.2 -0.3
H -1.13667 -0.70100 -5.67569 0.0 0.1 0.1
H 0.62665 1.21747 -6.06451 0.1 -0.3 0.7
H 1.82174 0.19261 -5.13365 0.0 0.1 -0.2
H -0.21148 -1.74673 -4.52836 -0.4 0.1 -0.2
H 1.57871 1.89899 -4.68550 0.1 -0.3 -0.4
C -0.21329 0.58934 -1.06878 7.5 1.3 -0.5
O 0.98640 0.77670 -1.19505 -4.6 -0.2 -0.4
Cl -3.94657 -0.17844 -1.55937 0.0 -0.2 -0.2
C 2.68318 2.76397 3.82496 -1.2 -0.6 -0.9
C 3.02290 2.45423 2.49850 0.4 0.2 -0.2
C 2.12991 1.77263 1.66058 -0.3 -0.5 0.0
C 0.89550 1.33162 2.18515 0.1 0.6 0.3
C 0.49445 1.72837 3.47764 0.2 -0.3 -0.1
C 1.39517 2.44348 4.28827 -0.2 0.0 0.2
As -0.10889 -0.06755 1.24494 2.1 0.1 1.4
C 0.80933 -1.74601 1.71374 -0.5 -0.7 0.5
C 2.08920 -2.09820 1.22514 -0.6 0.4 -0.1
C 2.68460 -3.28756 1.67004 0.1 -0.1 0.1
C 2.03481 -4.09510 2.62059 -0.6 0.7 -0.2
C 0.75220 -3.73598 3.09231 0.6 -0.3 -0.2
C 0.13773 -2.57792 2.62895 0.0 0.4 -0.3
C -2.01448 0.16802 1.44132 -0.7 -0.5 2.0
C -2.90198 -0.93492 1.70904 -0.1 1.4 0.7
C -4.20160 -0.62270 2.09588 -0.3 -0.8 -0.2
C -4.65215 0.70309 2.15039 -0.7 -0.5 0.8
C -3.88578 1.74074 1.66166 1.5 0.2 -1.0
C -2.59915 1.46808 1.11296 -0.7 -0.3 2.8
H 3.38014 3.26319 4.46567 0.2 0.2 0.2
H 4.02420 2.74295 2.10604 -1.0 -0.2 0.3
H 2.37965 1.54607 0.61242 0.1 0.1 0.7
H -0.50024 1.43810 3.84263 0.5 0.2 0.0
H 1.09237 2.74353 5.31327 0.2 -0.3 -0.9
H 2.59714 -1.44080 0.50650 -0.1 -0.3 0.4
H 3.68362 -3.59462 1.29015 -0.9 0.4 0.3
H 2.52040 -4.99498 2.99103 -0.1 0.2 -0.1
H 0.24315 -4.36552 3.82429 0.2 0.2 -0.2
H -0.86232 -2.27718 2.96605 0.5 -0.4 0.1
H -2.51852 -1.94298 1.65227 -0.2 -0.1 0.2
H -4.88593 -1.44787 2.35742 0.4 0.6 -0.1
H -5.63040 0.91208 2.61788 0.6 -0.1 -0.5
H -4.21116 2.77761 1.71737 -0.2 -0.3 -0.3
H -1.96683 2.22343 0.66196 0.1 0.6 0.5
```
Forces are in eV/Å.